# 1
{
  "formula": "C13H36N4O6",
  "method": "ωB97M-V with the def2-TZVPD basis set",
  "symbols": ["C", "O", "C", "C", "N", "C", "C", "O", "C", "H", "H", "H", "H", "H", "H", "H", "H", "H", "H", "H", "H", "H", "H", "H", "C", "O", "C", "C", "N", "C", "C", "O", "C", "H", "H", "H", "H", "H", "H", "H", "H", "H", "H", "H", "H", "H", "H", "H", "N", "C", "N", "O", "H", "H", "H", "H", "O", "H", "H"],
  "xyz": [[-2.548, 2.909, -1.762], [-2.542, 1.507, -1.942], [-2.335, 0.764, -0.790], [-2.087, -0.685, -1.199], [-2.387, -1.675, -0.126], [-2.896, -2.961, -0.641], [-2.053, -3.631, -1.698], [-2.715, -4.762, -2.197], [-1.924, -5.578, -3.033], [-1.541, 3.173, -1.418], [-3.257, 3.234, -0.993], [-2.805, 3.352, -2.719], [-3.187, 0.723, -0.093], [-1.453, 1.142, -0.259], [-1.066, -0.884, -1.516], [-2.765, -0.945, -2.021], [-3.123, -1.341, 0.482], [-3.927, -2.716, -0.928], [-3.023, -3.661, 0.188], [-1.126, -3.973, -1.212], [-1.714, -2.973, -2.506], [-1.745, -5.173, -4.029], [-2.374, -6.567, -3.120], [-1.033, -5.800, -2.430], [-0.773, 4.450, 1.691], [-0.508, 3.067, 1.643], [-0.858, 2.266, 2.756], [-0.374, 0.839, 2.521], [0.935, 0.737, 1.855], [2.038, 0.349, 2.735], [3.328, 0.202, 1.930], [3.923, 1.464, 1.779], [5.031, 1.486, 0.908], [-1.826, 4.715, 1.545], [-0.161, 4.893, 0.913], [-0.565, 4.801, 2.709], [-1.883, 2.465, 3.076], [-0.171, 2.638, 3.538], [-1.125, 0.326, 1.903], [-0.544, 0.260, 3.434], [1.062, 1.716, 1.596], [1.618, -0.544, 3.205], [2.215, 1.084, 3.532], [3.130, -0.206, 0.933], [3.929, -0.588, 2.399], [5.852, 0.796, 1.112], [5.503, 2.468, 1.001], [4.695, 1.454, -0.132], [2.872, -1.129, -1.538], [3.043, 0.071, -2.119], [2.057, 0.962, -1.773], [3.994, 0.322, -2.862], [1.992, -1.407, -1.136], [3.582, -1.800, -1.784], [1.287, 0.727, -1.175], [2.169, 1.892, -2.138], [0.358, -1.629, 0.483], [0.413, -0.891, 1.131], [-0.611, -1.735, 0.296]],
  "mulliken_charge": [-0.65, -0.39, -0.12, -0.41, -0.43, -0.79, -0.29, -0.38, -0.73, 0.24, 0.28, 0.28, 0.31, -0.13, 0.21, 0.43, 0.26, 0.41, 0.39, 0.27, 0.36, 0.26, 0.28, 0.32, -0.83, -0.22, -0.84, -0.11, 0.12, -0.88, -0.09, -0.34, -0.71, 0.26, 0.23, 0.36, 0.48, 0.44, -0.42, 0.46, 0.27, 0.53, 0.39, -0.09, 0.43, 0.31, 0.27, 0.24, -0.27, 0.43, -0.19, -0.68, 0.14, 0.19, 0.14, 0.18, -0.77, 0.27, 0.33],
  "smiles": "COCCNCCOC.COCCNCCOC.NC(N)=O.O",
  "multiplicity": 1,
  "e_above_lowest_ev": 0.000,
  "homo_lumo_gap_ev": 9.9397,
  "e_homo_ev": -9.36
}


# 2
{
  "formula": "C37H31NOPSbSe4SiSn",
  "method": "ωB97M-V with the def2-TZVPD basis set",
  "symbols": ["Sn", "O", "N", "C", "C", "C", "C", "C", "C", "C", "P", "C", "C", "C", "C", "C", "C", "C", "C", "C", "C", "C", "C", "H", "H", "H", "H", "H", "H", "H", "H", "H", "H", "H", "H", "H", "H", "H", "H", "C", "C", "C", "C", "C", "C", "Si", "C", "C", "C", "C", "C", "C", "C", "C", "C", "C", "C", "C", "H", "H", "H", "H", "H", "H", "H", "H", "H", "H", "H", "H", "H", "H", "H", "Se", "Sb", "Se", "Se", "Se"],
  "xyz": [[-1.597, -0.230, 0.720], [-0.712, 1.759, 2.717], [-0.011, 0.601, 2.387], [0.720, 0.090, 3.295], [1.589, -1.086, 3.140], [2.472, -1.271, 4.206], [3.412, -2.287, 4.201], [3.478, -3.141, 3.115], [2.598, -2.978, 2.054], [1.640, -1.968, 2.042], [0.515, -1.963, 0.588], [1.631, -2.007, -0.841], [2.065, -0.798, -1.382], [2.995, -0.785, -2.410], [3.487, -1.981, -2.913], [3.040, -3.190, -2.395], [2.111, -3.208, -1.365], [-0.292, -3.586, 0.618], [-0.971, -3.971, -0.543], [-1.740, -5.124, -0.550], [-1.846, -5.892, 0.604], [-1.171, -5.515, 1.755], [-0.401, -4.359, 1.768], [-0.642, 1.921, 3.672], [0.763, 0.583, 4.269], [2.423, -0.595, 5.052], [4.087, -2.406, 5.038], [4.207, -3.940, 3.089], [2.658, -3.661, 1.216], [1.677, 0.139, -0.998], [3.337, 0.158, -2.819], [4.215, -1.973, -3.714], [3.418, -4.124, -2.791], [1.754, -4.156, -0.982], [-0.878, -3.376, -1.446], [-2.249, -5.430, -1.456], [-2.453, -6.788, 0.602], [-1.245, -6.122, 2.648], [0.110, -4.065, 2.677], [2.887, 4.717, 1.274], [1.918, 5.545, 0.722], [0.819, 4.992, 0.082], [0.700, 3.600, -0.031], [1.683, 2.775, 0.531], [2.764, 3.333, 1.190], [-0.692, 2.930, -0.977], [-0.345, 1.915, -2.426], [0.815, 2.159, -3.174], [1.047, 1.449, -4.340], [0.143, 0.478, -4.752], [-1.007, 0.219, -4.011], [-1.259, 0.942, -2.859], [-2.380, 3.465, -0.672], [-3.251, 3.652, -1.757], [-4.532, 4.129, -1.538], [-4.956, 4.402, -0.242], [-4.101, 4.212, 0.841], [-2.813, 3.757, 0.630], [3.745, 5.152, 1.769], [2.016, 6.620, 0.790], [0.057, 5.645, -0.330], [1.600, 1.695, 0.464], [3.519, 2.692, 1.627], [1.528, 2.910, -2.850], [1.929, 1.654, -4.932], [0.329, -0.075, -5.664], [-1.713, -0.530, -4.345], [-2.171, 0.763, -2.299], [-2.925, 3.433, -2.768], [-5.199, 4.294, -2.374], [-5.959, 4.775, -0.074], [-4.440, 4.437, 1.844], [-2.139, 3.626, 1.471], [-6.268, -3.544, 1.924], [-4.608, -2.072, 1.169], [-3.520, -1.802, -1.159], [-4.836, 0.019, -0.262], [-2.577, -1.636, 2.638]],
  "mulliken_charge": [1.41, -0.33, 0.48, -0.40, 0.41, -1.19, -0.78, -0.86, -0.16, 0.31, 1.36, 0.51, -0.27, -0.44, -0.80, -0.86, -0.26, 0.83, -1.02, -0.91, -0.62, -0.69, -0.67, 0.28, 0.44, 0.40, 0.44, 0.46, 0.39, -0.16, 0.55, 0.44, 0.47, 0.45, 0.99, 0.46, 0.44, 0.44, 0.41, -0.52, -0.73, -0.60, 0.99, 0.27, -0.99, -1.47, 1.07, -0.34, -0.75, -0.52, -0.84, 0.09, 1.04, -0.26, -0.73, -0.50, -0.69, -0.20, 0.43, 0.45, 0.46, 0.24, 0.51, 0.46, 0.49, 0.45, 0.50, 0.41, 0.44, 0.45, 0.44, 0.45, 0.30, -0.34, 0.48, -0.19, -0.15, -0.50],
  "charge": 2,
  "multiplicity": 1,
  "e_above_lowest_ev": 0.357,
  "homo_lumo_gap_ev": 6.6696,
  "e_homo_ev": -13.20
}


# 3
{
  "formula": "C4H7NO2",
  "method": "ωB97M-V with the def2-TZVPD basis set",
  "symbols": ["C", "C", "C", "C", "N", "O", "O", "H", "H", "H", "H", "H", "H", "H"],
  "xyz": [[0.855, -0.956, -0.275], [-0.560, -0.844, -0.896], [-0.166, -0.156, 0.380], [-0.217, 1.358, 0.676], [-1.337, -1.255, 1.807], [-1.363, -0.703, 2.890], [-1.835, -2.219, 1.334], [1.273, -1.719, 0.203], [1.658, -0.532, -0.890], [-0.789, -0.139, -1.657], [-1.105, -1.737, -0.863], [0.165, 1.829, -0.203], [0.434, 1.501, 1.583], [-1.187, 1.831, 0.849]],
  "mulliken_charge": [-0.61, -0.77, 0.84, -1.17, 0.64, -0.51, -0.50, 0.29, 0.25, 0.26, 0.27, 0.40, 0.28, 0.32],
  "multiplicity": 1,
  "e_above_lowest_ev": 6.657,
  "homo_lumo_gap_ev": [9.1887, 9.1895],
  "e_homo_ev": [-9.05, -9.05]
}


# 4
{
  "formula": "C5H13N2",
  "method": "ωB97M-V with the def2-TZVPD basis set",
  "symbols": ["C", "C", "C", "C", "C", "N", "N", "H", "H", "H", "H", "H", "H", "H", "H", "H", "H", "H", "H", "H"],
  "xyz": [[1.201, 1.408, 0.516], [0.030, 0.470, 0.427], [-1.024, 0.770, 1.408], [0.527, -1.061, 0.497], [-0.421, -1.291, -0.764], [-0.012, -2.008, -1.881], [-0.506, 0.220, -1.015], [1.823, 1.147, 1.501], [0.926, 2.536, 0.559], [1.907, 1.205, -0.287], [-1.723, 1.571, 0.949], [-0.554, 1.258, 2.307], [-1.619, -0.027, 1.525], [0.142, -1.580, 1.278], [1.569, -1.148, 0.339], [-1.353, -1.651, -0.445], [-0.665, -2.766, -2.085], [0.885, -2.459, -1.867], [0.304, 0.377, -1.541], [-1.274, 0.553, -1.527]],
  "mulliken_charge": [-1.53, 1.16, -1.56, -0.91, -0.21, -0.58, -0.07, 0.35, 0.34, 0.47, 0.35, 0.36, 0.48, 0.36, 0.37, 0.44, 0.31, 0.24, 0.37, 0.26],
  "smiles": "CC1(C)C[C@H](N)[NH2+]1",
  "charge": 1,
  "multiplicity": 1,
  "e_above_lowest_ev": 2.471,
  "homo_lumo_gap_ev": 11.6873,
  "e_homo_ev": -14.59
}


# 5
{
  "formula": "C3H11NO2",
  "method": "ωB97M-V with the def2-TZVPD basis set",
  "symbols": ["C", "N", "C", "C", "O", "H", "H", "H", "H", "H", "H", "H", "H", "H", "O", "H", "H"],
  "xyz": [[1.147, 0.433, 2.497], [0.630, 0.007, 1.196], [-0.647, 0.392, 0.679], [-0.462, 1.227, -0.595], [-0.377, 0.399, -1.766], [0.359, 1.129, 2.805], [1.307, -0.333, 3.268], [2.107, 0.946, 2.409], [1.333, -0.367, 0.584], [-1.100, 1.054, 1.406], [-1.396, -0.396, 0.446], [0.444, 1.796, -0.454], [-1.306, 1.909, -0.777], [0.243, 0.776, -2.400], [-0.334, -2.308, -1.698], [-1.222, -2.008, -1.812], [0.279, -1.619, -1.504]],
  "mulliken_charge": [-0.76, -0.24, -0.37, -0.52, -0.50, 0.24, 0.25, 0.26, 0.18, 0.36, 0.19, 0.37, 0.26, 0.26, -0.62, 0.30, 0.32],
  "smiles": "CNCCO.O",
  "multiplicity": 1,
  "e_above_lowest_ev": 1.225,
  "homo_lumo_gap_ev": 9.1028,
  "e_homo_ev": -8.34
}


# 6
{
  "formula": "C5H7N2O",
  "method": "ωB97M-V with the def2-TZVPD basis set",
  "symbols": ["C", "N", "C", "C", "C", "N", "O", "C", "H", "H", "H", "H", "H", "H", "H"],
  "xyz": [[1.018, -1.657, 1.756], [0.315, -1.340, 0.748], [0.718, -0.449, -0.306], [-0.297, 0.616, -0.598], [-0.007, 1.879, -1.186], [-1.099, 2.562, -1.335], [-2.116, 1.824, -0.874], [-1.660, 0.660, -0.437], [2.021, -1.255, 1.877], [0.644, -2.339, 2.508], [-0.628, -1.727, 0.629], [0.865, -1.055, -1.211], [1.673, 0.019, -0.049], [0.938, 2.278, -1.494], [-2.385, -0.018, -0.027]],
  "mulliken_charge": [-0.09, 0.02, -0.44, 0.74, -0.63, -0.31, -0.13, -0.41, 0.25, 0.28, 0.31, 0.25, 0.38, 0.42, 0.34],
  "smiles": "C=[NH+]Cc1cnoc1",
  "charge": 1,
  "multiplicity": 1,
  "e_above_lowest_ev": 1.920,
  "homo_lumo_gap_ev": 8.2778,
  "e_homo_ev": -13.85
}


# 7
{
  "formula": "C3H5N3O",
  "method": "ωB97M-V with the def2-TZVPD basis set",
  "symbols": ["C", "C", "N", "N", "C", "O", "N", "H", "H", "H", "H", "H"],
  "xyz": [[1.886, -0.177, 0.021], [0.398, -0.075, 0.160], [-0.288, -1.108, 0.503], [-1.604, -0.737, 0.405], [-1.818, 0.499, -0.220], [-2.852, 1.060, -0.515], [-0.399, 0.990, -0.188], [2.174, -0.213, -1.037], [2.177, -1.127, 0.478], [2.438, 0.634, 0.504], [-2.209, -1.549, 0.448], [0.096, 1.803, -0.561]],
  "mulliken_charge": [-0.95, 0.55, -0.60, 0.08, 0.29, -0.57, -0.16, 0.26, 0.29, 0.32, 0.26, 0.23],
  "smiles": "Cc1n[nH]c(=O)[nH]1",
  "multiplicity": 1,
  "e_above_lowest_ev": 0.747,
  "homo_lumo_gap_ev": 9.6102,
  "e_homo_ev": -8.85
}


# 8
{
  "formula": "C3H4NO",
  "method": "ωB97M-V with the def2-TZVPD basis set",
  "symbols": ["C", "C", "C", "N", "O", "H", "H", "H", "H"],
  "xyz": [[0.125, -1.023, -0.027], [-1.246, 0.629, -0.015], [0.892, 0.312, 0.013], [-0.154, 1.272, 0.000], [-1.069, -0.806, 0.029], [0.596, -1.960, 0.078], [-2.347, 1.049, 0.053], [1.731, 0.292, 0.830], [1.471, 0.234, -0.962]],
  "mulliken_charge": [0.18, 0.04, -0.32, -0.24, -0.13, 0.44, 0.34, 0.37, 0.32],
  "charge": 1,
  "multiplicity": 1,
  "e_above_lowest_ev": 1.169,
  "homo_lumo_gap_ev": 10.9306,
  "e_homo_ev": -17.30
}